(1)
{"formula": "C21H23N9O7RhSi", "method": "ωB97M-V with the def2-TZVPD basis set", "species": ["Rh", "N", "C", "C", "N", "C", "C", "N", "C", "C", "N", "H", "H", "H", "H", "H", "H", "C", "C", "C", "C", "C", "C", "N", "N", "Si", "C", "C", "C", "H", "H", "H", "H", "H", "H", "H", "H", "H", "H", "H", "H", "H", "H", "H", "O", "N", "O", "C", "C", "C", "C", "O", "C", "C", "N", "O", "O", "N", "O", "O", "H", "H"], "positions_angstrom": [[-0.07247, 0.46374, 0.54551], [-3.86591, -1.22061, 0.77883], [-3.32169, -2.47524, 0.72077], [-1.96967, -2.30653, 0.75597], [-1.70171, -0.97197, 0.83091], [-2.85978, -0.33045, 0.82203], [-2.88393, 1.10920, 0.85196], [-1.77164, 1.77352, 1.11055], [-2.06007, 3.10378, 1.00077], [-3.38374, 3.24266, 0.70396], [-3.89092, 1.96979, 0.61532], [-4.84860, -1.01683, 0.71146], [-3.92004, -3.36621, 0.65893], [-1.18822, -3.04559, 0.73150], [-1.31744, 3.86593, 1.16183], [-3.98691, 4.12018, 0.55356], [-4.82523, 1.73612, 0.32283], [-1.33937, 1.15002, 4.32276], [0.09747, 0.85234, 4.01489], [1.06857, 0.90165, 5.00937], [2.38083, 0.55700, 4.70430], [2.71754, 0.13634, 3.43238], [1.70114, 0.10923, 2.47356], [0.44204, 0.50409, 2.77758], [1.76620, -0.29075, 1.19090], [2.81462, -1.43480, 0.36295], [2.10087, -1.47848, -1.38748], [4.61673, -0.91182, 0.44559], [2.54295, -3.07939, 1.25959], [-1.44040, 2.14683, 4.75229], [-1.70826, 0.43352, 5.05700], [-1.93529, 1.08138, 3.41855], [0.78616, 1.20939, 6.00594], [3.14041, 0.60874, 5.47329], [3.72438, -0.15602, 3.17204], [2.56946, -0.71974, -2.01746], [1.02966, -1.27856, -1.34327], [2.23747, -2.44410, -1.87668], [4.73246, 0.15099, 0.22795], [5.20238, -1.47672, -0.28229], [5.04000, -1.11128, 1.43095], [1.47696, -3.28886, 1.36260], [2.98449, -3.05414, 2.25744], [3.00514, -3.90179, 0.70909], [0.04422, -0.57103, -7.26277], [0.68669, 0.15980, -6.53729], [1.67833, 0.78401, -6.85942], [0.21614, 0.31615, -5.15976], [0.92565, 1.12089, -4.29368], [0.50432, 1.24641, -2.98702], [-0.69176, 0.63281, -2.49312], [-1.12639, 0.83952, -1.31276], [-1.37947, -0.19102, -3.45479], [-0.92056, -0.35243, -4.74269], [-2.59373, -0.91573, -3.10199], [-3.26393, -0.54128, -2.15160], [-2.91336, -1.84091, -3.82271], [1.29759, 2.05766, -2.10328], [1.27387, 1.84466, -0.88505], [2.01647, 2.89766, -2.58548], [1.81126, 1.63396, -4.64005], [-1.45203, -0.98767, -5.43702]], "atomic_forces_ev_per_a": [[-1.27, 0.45, 3.24], [0.04, 0.16, -0.07], [0.22, -0.14, -0.02], [0.14, -0.26, 0.01], [1.07, 1.40, -0.06], [-0.04, -0.39, -0.03], [-0.11, 0.54, 0.13], [-0.05, -0.48, -1.03], [-0.19, 0.11, 0.00], [0.22, 0.16, 0.05], [-0.07, -0.21, -0.03], [-0.02, 0.02, 0.01], [-0.02, 0.03, 0.01], [-0.03, 0.00, 0.02], [0.00, -0.01, -0.05], [-0.05, -0.04, 0.01], [-0.03, 0.01, 0.03], [0.10, 0.01, -0.08], [-0.11, 0.48, 0.46], [-0.25, 0.02, -0.23], [0.04, -0.07, -0.22], [0.05, 0.03, 0.16], [-0.10, -0.25, 0.02], [0.21, -0.47, -2.02], [-0.39, -0.05, -1.66], [-0.27, -0.46, 0.11], [0.37, -0.02, 0.29], [-0.35, -0.05, -0.07], [0.26, 0.31, -0.40], [-0.04, 0.00, -0.02], [-0.03, 0.01, -0.01], [-0.06, 0.02, 0.09], [-0.02, -0.08, 0.01], [0.01, -0.03, -0.01], [-0.01, 0.04, -0.01], [-0.03, 0.02, -0.02], [-0.06, -0.04, -0.04], [0.07, -0.01, 0.04], [0.01, 0.00, -0.03], [0.01, 0.00, -0.01], [0.01, 0.00, 0.00], [-0.01, -0.02, -0.01], [-0.02, 0.00, 0.02], [-0.02, -0.05, 0.06], [0.09, 0.06, 0.12], [0.04, 0.08, -0.32], [-0.14, -0.14, 0.09], [-0.04, 0.05, 0.43], [0.22, 0.06, -0.15], [-0.75, -0.48, -0.13], [0.20, -0.22, -0.63], [0.60, -0.72, 0.87], [0.58, 0.50, 0.33], [-0.03, -0.03, -0.20], [-0.66, -0.13, -0.21], [0.26, 0.06, 0.08], [0.19, 0.05, 0.20], [0.32, 0.18, 0.02], [0.01, 0.09, 0.70], [-0.09, -0.08, 0.05], [0.03, 0.01, 0.02], [-0.01, -0.01, 0.04]], "lowdin_charge": [1.243, 0.149, -0.035, -0.067, 0.045, -0.273, -0.286, 0.002, -0.074, -0.033, 0.155, 0.175, 0.132, 0.117, 0.124, 0.128, 0.173, -0.013, -0.304, -0.031, -0.039, -0.002, -0.420, 0.090, -0.138, 0.448, -0.160, -0.164, -0.162, 0.093, 0.094, 0.044, 0.119, 0.119, 0.104, 0.031, -0.005, 0.040, 0.038, 0.038, 0.024, 0.014, 0.031, 0.034, 0.103, -0.350, 0.099, -0.112, 0.103, -0.076, -0.259, -0.128, -0.035, 0.104, -0.327, 0.069, 0.100, -0.304, -0.015, 0.142, 0.143, 0.142], "e_tot_ev": -60766.3442, "homo_ev": [-10.9, -10.9], "gap_ha": [0.223, 0.224], "relative_energy_kcal_mol": 66.39, "charge": 1}

(2)
{"formula": "C3H6N2OS", "method": "ωB97M-V with the def2-TZVPD basis set", "species": ["C", "N", "N", "C", "C", "O", "S", "H", "H", "H", "H", "H", "H"], "positions_angstrom": [[-0.98029, 0.76956, -1.75456], [0.36476, 0.31209, -1.67086], [0.85975, -0.18854, -0.56050], [0.24165, -0.16444, 0.55576], [0.86280, -0.78143, 1.76454], [1.97186, -1.25263, 1.77570], [-0.17764, -0.61028, 3.22360], [-1.67456, -0.05642, -1.55313], [-1.13511, 0.97250, -2.82140], [-1.20229, 1.70422, -1.19418], [0.88724, 0.11315, -2.49866], [-0.66166, 0.46174, 0.69013], [0.64349, -1.27951, 4.04357]], "atomic_forces_ev_per_a": [[-0.67, 0.33, -1.36], [0.09, 0.34, 1.22], [0.90, -0.98, -0.26], [-0.92, 1.06, 0.20], [0.92, 0.39, -0.50], [-0.65, -0.12, 0.27], [-0.09, -0.09, -0.17], [-0.08, 0.30, 0.57], [-0.10, 0.30, 0.23], [0.16, -0.76, -0.13], [0.17, -0.09, -0.05], [0.19, -0.68, 0.08], [0.09, 0.03, -0.11]], "lowdin_charge": [-0.111, -0.114, 0.035, -0.198, -0.785, 0.011, 0.790, 0.092, 0.085, 0.095, 0.129, 0.092, -0.121], "e_tot_ev": -19069.7005, "homo_ev": -9.1, "gap_ha": 0.353, "relative_energy_kcal_mol": 56.87}

(3)
{"formula": "C3H3NOS3", "method": "ωB97M-V with the def2-TZVPD basis set", "species": ["S", "C", "O", "N", "C", "C", "S", "S", "H", "H", "H"], "positions_angstrom": [[-2.99851, 1.05124, -0.00378], [-2.51747, -0.48965, 0.01417], [-1.24346, -0.96744, -0.02016], [-0.23869, 0.00250, 0.03797], [0.90434, -0.55662, 0.00797], [2.10867, 0.30316, -0.01786], [3.56008, -0.41220, 0.00423], [1.94386, 2.02058, 0.00299], [-3.18373, -1.34639, 0.04206], [1.07849, -1.62323, -0.05156], [0.58642, 2.01803, -0.01604]], "atomic_forces_ev_per_a": [[0.07, -0.59, 0.05], [0.45, 0.78, -0.08], [-0.32, -0.11, 0.23], [0.07, -0.46, -0.15], [-0.33, 0.61, -0.27], [0.04, -0.08, 0.35], [0.25, -0.12, -0.09], [-0.43, 0.05, -0.07], [0.06, -0.04, -0.03], [-0.15, -0.15, 0.04], [0.29, 0.11, 0.01]], "lowdin_charge": [0.691, -0.698, -0.148, 0.027, -0.221, -1.220, 0.692, 0.799, 0.068, 0.118, -0.109], "e_tot_ev": -39200.0670, "homo_ev": -9.3, "gap_ha": 0.290, "relative_energy_kcal_mol": 54.76}